A 2-piece molecular cluster, C4H12N3 overall, computed with ωB97M-V/def2-TZVPD.

Computed properties:
Net charge: +1
ΔE to the lowest compared entry with this formula, charge and spin, kcal/mol: 34.8
F_max, Eh/bohr: 0.009
Highest occupied orbital energy, eV: -13.54
Gap between HOMO and LUMO, eV: 10.043

```
19
Properties=species:S:1:pos:R:3:forces:R:3:mulliken_charge:R:1
N 2.720 0.014 -0.325 -0.244 -0.116 0.303 -0.35
N -0.691 -0.892 -0.657 -0.190 0.301 -0.181 -0.32
N 1.686 0.035 1.750 0.145 -0.253 -0.101 -0.30
C 1.771 0.393 0.496 -0.245 -0.137 -0.148 0.21
C -1.757 0.978 0.561 0.091 -0.214 -0.060 -0.96
C -0.627 -0.916 -1.919 0.307 -0.210 0.259 -0.29
C -1.942 -0.390 -0.094 -0.082 0.214 0.187 -0.40
H -2.272 -1.114 0.651 -0.039 0.000 0.024 0.30
H -1.424 -0.558 -2.574 -0.098 -0.123 -0.031 0.24
H -1.091 0.925 1.426 -0.036 0.028 0.029 0.12
H -2.716 1.356 0.908 0.006 0.039 0.057 0.38
H 1.008 1.055 0.112 -0.008 -0.033 0.002 0.44
H 0.819 0.194 2.243 0.191 0.150 0.055 0.25
H 2.617 0.200 -1.309 0.165 0.148 -0.020 0.26
H -2.732 -0.307 -0.847 0.065 -0.080 -0.093 0.38
H 0.268 -1.335 -2.373 0.013 0.121 -0.181 0.30
H 2.334 -0.639 2.144 -0.169 0.124 0.048 0.24
H -1.350 1.697 -0.153 -0.036 0.031 -0.007 0.28
H 3.379 -0.695 -0.042 0.163 0.010 -0.141 0.23
```
Forces are in eV/Å.


A 2-piece molecular cluster, C4H12N3 overall, computed with ωB97M-V/def2-TZVPD.

Computed properties:
Net charge: +1
ΔE to the lowest compared entry with this formula, charge and spin, kcal/mol: 64.9
F_max, Eh/bohr: 0.031
Highest occupied orbital energy, eV: -12.29
Gap between HOMO and LUMO, eV: 7.396

```
19
Properties=species:S:1:pos:R:3:forces:R:3:mulliken_charge:R:1
N 1.409 -0.503 -1.293 -0.234 0.104 0.238 0.02
N -0.692 1.340 0.257 -1.375 0.767 -0.066 -0.41
N -1.614 -0.722 0.954 -0.213 0.714 -0.312 -0.34
C -1.481 0.352 0.105 0.604 -0.334 -0.105 -0.15
C 0.539 -1.133 -1.964 0.317 -0.075 0.011 -0.21
C 2.084 -1.028 -0.090 -0.494 0.269 -0.388 -0.60
C -0.491 1.845 1.613 0.942 -0.254 0.304 -0.96
H -0.125 2.865 1.555 0.092 0.029 -0.085 0.29
H -2.344 -1.379 0.736 -0.152 0.017 0.514 0.25
H 1.511 0.492 -1.489 0.195 -0.017 -0.002 0.32
H -1.414 1.890 2.194 -0.176 -0.177 -0.152 0.37
H 0.078 -0.646 -2.810 -0.209 0.010 0.015 0.33
H 0.304 -2.150 -1.677 -0.007 -0.072 -0.178 0.27
H 2.011 -2.109 -0.116 0.014 -0.042 0.155 0.28
H 0.238 1.290 2.220 0.049 -0.072 -0.049 0.30
H -2.104 0.290 -0.796 0.574 -0.367 -0.237 0.45
H 3.118 -0.709 -0.101 0.104 0.056 0.049 0.31
H -1.346 -0.543 1.910 -0.225 -0.448 0.134 0.23
H 1.538 -0.598 0.750 0.194 -0.107 0.153 0.25
```
Forces are in eV/Å.


An isolated ion of composition C4H12N3 and charge +1, computed with ωB97M-V/def2-TZVPD.

Computed properties:
Net charge: +1
ΔE to the lowest compared entry with this formula, charge and spin, kcal/mol: 39.5
F_max, Eh/bohr: 0.033
SMILES string: N/C=[NH+]/CCCN
Highest occupied orbital energy, eV: -14.13
Gap between HOMO and LUMO, eV: 9.861

```
19
Properties=species:S:1:pos:R:3:forces:R:3:mulliken_charge:R:1
N 0.130 1.931 -0.616 -0.285 0.353 -0.573 -0.63
N 1.699 -0.794 2.148 0.275 -0.206 -0.906 -0.31
N 0.084 -0.562 0.553 1.014 0.537 -0.557 -0.07
C 1.091 -1.243 1.047 -0.132 0.776 0.083 0.17
C -1.030 -0.001 -1.560 0.598 -0.057 0.226 -0.53
C -0.890 -1.027 -0.436 0.554 -0.694 -0.670 -0.73
C -1.215 1.404 -0.949 -0.016 -0.996 0.445 -0.67
H -1.823 -0.283 -2.240 -0.470 -0.011 0.131 0.35
H -0.556 -2.020 -0.760 -0.183 0.126 -0.296 0.41
H 1.860 0.185 2.290 -0.587 0.433 0.533 0.23
H -0.135 -0.030 -2.192 0.057 0.133 0.115 0.30
H 1.586 -2.032 0.478 -1.008 -1.112 0.751 0.36
H 2.176 -1.432 2.742 0.929 -0.347 -0.022 0.24
H 0.625 1.972 -1.492 0.568 -0.250 -0.343 0.21
H 0.117 2.917 -0.365 -0.348 -0.106 0.480 0.24
H -1.719 1.260 0.011 -0.310 0.278 -0.169 0.35
H 0.359 0.449 0.416 -0.963 0.420 0.634 0.40
H -1.857 1.988 -1.595 0.186 0.560 -0.093 0.41
H -1.853 -1.177 0.055 0.123 0.164 0.229 0.28
```
Forces are in eV/Å.